one.
DFT (ωB97M-V with the def2-TZVPD basis set) results for a 11-piece molecular cluster, H21O11 overall.

Last column: natural (NBO) charge in e.
CARTESIAN COORDINATES (ANGSTROEM)
O -5.98 19.29 -4.84  -1.28
H -6.57 18.51 -4.80  0.47
O -7.32 16.46 -5.74  -1.00
H -6.72 16.94 -6.35  0.49
H -7.96 17.07 -5.41  0.47
O -7.78 20.64 -3.56  -1.00
H -7.33 21.41 -3.15  0.47
H -7.04 20.10 -3.88  0.48
O -3.68 17.57 -4.43  -0.95
H -4.45 18.05 -4.61  0.48
H -3.88 16.71 -4.82  0.47
O -8.78 18.98 -6.02  -0.95
H -8.20 19.26 -5.32  0.47
H -8.52 19.51 -6.71  0.48
O -3.83 20.38 -5.83  -1.02
H -4.68 20.02 -5.44  0.50
H -3.10 19.73 -5.80  0.48
O -4.90 20.61 -2.77  -0.96
H -5.24 20.23 -3.58  0.49
H -4.78 21.45 -3.19  0.45
O -6.04 15.21 -3.10  -0.96
H -6.04 16.16 -3.03  0.49
H -6.92 15.02 -3.43  0.47
O -6.75 21.04 -6.68  -1.01
H -6.69 20.42 -5.91  0.50
H -6.12 20.86 -7.33  0.47
O -6.69 17.77 -1.74  -0.97
H -6.80 18.62 -2.22  0.50
H -6.86 17.91 -0.82  0.47
O -5.40 17.81 -7.10  -0.96
H -6.08 18.28 -7.66  0.47
H -5.23 18.36 -6.34  0.50

Its net charge is -1. Its frontier orbital gap is 10.53 eV. For the LUMO energy, the calculation gives 3.1925 eV.

two.
DFT (ωB97M-V with the def2-TZVPD basis set) results for H21O11 as an isolated structure.

Last column: natural (NBO) charge in e.
CARTESIAN COORDINATES (ANGSTROEM)
O 3.68 0.23 -2.31  -0.97
H 3.48 -0.63 -2.59  0.48
H -2.54 -1.32 1.66  0.51
O -3.48 -1.66 1.99  -1.00
H -1.26 0.45 -2.39  0.50
H 0.99 0.13 3.71  0.47
O -0.07 0.06 -0.79  -1.17
H -2.00 -0.93 -2.68  0.47
H 0.87 -2.03 1.42  0.50
O -1.06 -1.71 0.84  -1.04
H -1.56 -2.03 0.04  0.48
H 4.49 -0.08 -0.10  0.47
O -3.71 2.99 0.68  -0.96
H 2.06 -1.65 -1.56  0.44
H 2.95 0.58 -1.81  0.49
O 1.64 -1.44 1.34  -1.01
H 1.40 -0.76 0.58  0.49
H 2.28 -0.13 4.05  0.46
O 1.55 0.00 4.60  -0.93
H -0.36 -1.02 0.39  0.52
O -2.13 0.01 -2.66  -0.98
H 0.13 0.91 -0.80  0.45
H -1.86 2.15 -1.75  0.47
O -2.19 3.11 -1.68  -0.97
H -3.15 2.94 -1.38  0.49
H -3.47 -2.56 2.00  0.45
O 1.57 -1.04 -2.03  -1.10
H -3.49 2.02 0.73  0.48
H 0.58 -0.82 -1.51  0.50
O 4.21 0.54 0.45  -0.94
H -2.88 3.44 0.74  0.48
H 3.35 0.22 0.84  0.47

Its net charge is -1. Its frontier orbital gap is 9.24 eV. For the LUMO energy, the calculation gives 2.7964 eV.

Which of them is the least stable? Correct choice: two.

one.
DFT (ωB97M-V with the def2-TZVPD basis set) results for one molecule with the formula C18H22ClF2N3O4.

Last column: natural (NBO) charge in e.
CARTESIAN COORDINATES (ANGSTROEM)
C -0.91 0.28 -1.64  -0.41
N 0.19 -0.61 -1.28  -0.43
C 1.26 0.03 -0.54  -0.22
C 2.27 0.72 -1.45  -0.41
C 3.38 1.48 -0.72  -0.40
C 3.02 2.06 0.64  -0.23
N 2.00 3.09 0.53  -0.60
C 0.86 3.10 1.26  0.63
O 0.55 2.24 2.06  -0.60
C -0.02 4.28 1.02  0.21
C 0.22 5.51 0.53  -0.28
C -1.04 6.20 0.58  0.11
N -1.37 7.45 0.22  -0.41
C -2.63 7.75 0.40  0.19
Cl -3.12 9.36 -0.05  0.00
C -3.61 6.90 0.94  -0.27
C -3.27 5.62 1.31  -0.18
C -1.94 5.29 1.12  0.23
O -1.32 4.11 1.39  -0.38
C 0.02 -1.93 -1.53  0.68
O -1.00 -2.37 -2.03  -0.65
C 1.12 -2.94 -1.11  0.18
C 0.88 -3.29 0.37  -0.64
O 2.41 -2.36 -1.29  -0.74
C 0.97 -4.17 -2.01  -0.50
C 1.75 -5.37 -1.56  0.57
F 1.68 -6.35 -2.50  -0.34
F 3.09 -5.07 -1.42  -0.37
H -1.52 -0.18 -2.40  0.24
H -1.52 0.51 -0.77  0.20
H -0.50 1.22 -2.02  0.19
H 0.79 0.75 0.14  0.21
H 1.78 -0.69 0.09  0.22
H 2.71 -0.03 -2.11  0.23
H 1.72 1.42 -2.10  0.19
H 4.23 0.81 -0.55  0.21
H 3.77 2.28 -1.36  0.20
H 2.62 1.30 1.31  0.23
H 3.91 2.48 1.12  0.20
H 2.12 3.81 -0.17  0.40
H 1.17 5.91 0.19  0.24
H -4.62 7.27 1.05  0.24
H -3.98 4.93 1.73  0.24
H -0.06 -3.82 0.49  0.23
H 1.70 -3.92 0.74  0.21
H 0.84 -2.39 0.98  0.22
H 3.05 -3.07 -1.30  0.49
H -0.08 -4.45 -2.06  0.27
H 1.30 -3.91 -3.02  0.24
H 1.43 -5.80 -0.61  0.14

Its frontier orbital gap is 9.07 eV. For the LUMO energy, the calculation gives -0.1751 eV. As for the SMILES: CN(CCCCNC(=O)c1cc2nc(Cl)ccc2o1)C(=O)[C@](C)(O)CC(F)F.

two.
DFT (ωB97M-V with the def2-TZVPD basis set) results for one molecule with the formula C18H22ClF2N3O4.

Last column: natural (NBO) charge in e.
CARTESIAN COORDINATES (ANGSTROEM)
C 1.01 0.47 -1.76  -0.42
N 0.80 1.60 -0.86  -0.42
C 0.74 1.29 0.57  -0.22
C -0.62 0.74 0.97  -0.41
C -0.71 0.43 2.46  -0.40
C 0.12 -0.77 2.92  -0.23
N -0.28 -2.02 2.29  -0.60
C 0.36 -2.52 1.21  0.62
O 1.33 -2.00 0.69  -0.61
C -0.20 -3.80 0.69  0.22
C -0.97 -4.75 1.26  -0.28
C -1.15 -5.76 0.25  0.11
N -1.82 -6.91 0.27  -0.41
C -1.76 -7.60 -0.84  0.19
Cl -2.62 -9.11 -0.87  0.00
C -1.08 -7.22 -2.01  -0.27
C -0.39 -6.03 -2.03  -0.18
C -0.44 -5.30 -0.86  0.23
O 0.14 -4.10 -0.59  -0.38
C 0.73 2.81 -1.45  0.67
O 0.87 2.93 -2.66  -0.65
C 0.53 4.10 -0.60  0.18
C 1.90 4.52 -0.05  -0.64
O -0.39 3.82 0.46  -0.74
C -0.07 5.16 -1.53  -0.50
C -0.05 6.56 -0.98  0.57
F -0.74 7.39 -1.79  -0.34
F -0.68 6.61 0.26  -0.38
H 0.20 0.39 -2.48  0.21
H 1.94 0.60 -2.32  0.21
H 1.07 -0.44 -1.17  0.22
H 1.52 0.56 0.77  0.21
H 0.95 2.18 1.15  0.22
H -1.38 1.48 0.71  0.23
H -0.84 -0.16 0.39  0.20
H -0.40 1.30 3.04  0.21
H -1.76 0.24 2.73  0.20
H 1.18 -0.63 2.68  0.23
H 0.04 -0.89 4.00  0.20
H -1.15 -2.43 2.56  0.40
H -1.35 -4.77 2.27  0.24
H -1.11 -7.87 -2.87  0.24
H 0.15 -5.69 -2.90  0.24
H 2.57 4.77 -0.87  0.23
H 1.80 5.38 0.61  0.21
H 2.34 3.71 0.52  0.22
H -0.69 4.67 0.81  0.49
H 0.49 5.17 -2.47  0.27
H -1.10 4.90 -1.76  0.24
H 0.95 6.98 -0.83  0.14

Its frontier orbital gap is 8.91 eV. For the LUMO energy, the calculation gives -0.2019 eV. As for the SMILES: CN(CCCCNC(=O)c1cc2nc(Cl)ccc2o1)C(=O)[C@](C)(O)CC(F)F.

Which of them is the least stable? Correct choice: one.

one.
DFT (ωB97M-V with the def2-TZVPD basis set) results for a 14-piece molecular cluster, C4H26BO21 overall.

Last column: natural (NBO) charge in e.
CARTESIAN COORDINATES (ANGSTROEM)
O 1.14 0.21 -3.54  -0.60
C 1.08 0.06 -2.34  0.72
O 0.30 0.63 -1.52  -0.65
B 0.43 0.11 -0.15  1.17
O 1.68 -0.67 -0.22  -0.68
C 1.98 -0.85 -1.49  0.68
O 2.95 -1.45 -1.87  -0.55
O -0.84 -0.62 0.18  -0.65
C -1.18 -0.21 1.35  0.67
O -2.10 -0.71 1.98  -0.57
C -0.27 0.91 1.88  0.70
O 0.64 1.19 0.91  -0.64
O -0.48 1.50 2.96  -0.59
O 4.59 0.70 -3.50  -0.95
H 3.82 1.20 -3.77  0.48
H 4.39 -0.21 -3.72  0.47
O -2.42 -2.14 -1.59  -0.95
H -1.88 -2.93 -1.66  0.46
H -2.14 -1.73 -0.77  0.48
O 0.74 4.60 -0.12  -0.95
H 0.11 3.96 0.22  0.48
H 0.43 5.44 0.20  0.46
O 1.31 2.32 -5.12  -0.97
H 0.54 2.77 -4.78  0.46
H 1.25 1.44 -4.75  0.49
O -2.18 0.90 -3.82  -0.94
H -3.09 0.66 -3.65  0.47
H -1.75 0.84 -2.96  0.47
O 0.29 -2.48 3.73  -0.95
H 0.61 -2.72 4.60  0.48
H -0.27 -1.71 3.89  0.49
O -2.70 2.86 4.12  -0.96
H -2.28 3.72 4.12  0.46
H -2.00 2.26 3.84  0.49
O 3.97 1.61 0.99  -0.94
H 3.21 1.18 0.59  0.47
H 3.61 2.06 1.75  0.46
O -1.71 2.91 -0.36  -0.96
H -1.09 2.90 -1.09  0.48
H -2.55 3.16 -0.75  0.48
O -5.06 -2.11 0.59  -0.95
H -5.24 -2.99 0.25  0.46
H -4.18 -2.17 0.95  0.48
O 1.39 -3.05 1.35  -0.98
H 1.77 -2.20 1.14  0.48
H 0.82 -2.87 2.10  0.49
O -3.54 -3.14 3.38  -0.94
H -2.69 -3.52 3.63  0.47
H -3.55 -2.28 3.79  0.48
O 4.31 -3.22 -0.05  -0.96
H 4.46 -2.74 -0.86  0.48
H 3.37 -3.39 -0.03  0.48

Its net charge is -1. Its frontier orbital gap is 10.21 eV. For the LUMO energy, the calculation gives 1.8927 eV.

two.
DFT (ωB97M-V with the def2-TZVPD basis set) results for a 14-piece molecular cluster, C4H26BO21 overall.

Last column: natural (NBO) charge in e.
CARTESIAN COORDINATES (ANGSTROEM)
O -15.37 -13.68 -41.95  -0.60
C -15.89 -14.69 -41.54  0.70
O -17.07 -15.16 -41.87  -0.67
B -17.26 -16.51 -41.27  1.20
O -16.10 -16.67 -40.37  -0.69
C -15.21 -15.70 -40.59  0.69
O -14.14 -15.59 -40.09  -0.54
O -17.31 -17.56 -42.30  -0.65
C -18.48 -18.18 -42.20  0.67
O -18.89 -19.05 -42.91  -0.56
C -19.26 -17.56 -41.02  0.68
O -18.52 -16.58 -40.52  -0.67
O -20.32 -17.95 -40.63  -0.56
O -19.34 -20.33 -45.91  -0.96
H -19.14 -19.61 -45.30  0.49
H -19.79 -19.89 -46.64  0.46
O -11.18 -15.82 -38.51  -0.99
H -11.89 -16.49 -38.44  0.51
H -10.64 -16.08 -39.26  0.47
O -20.74 -17.51 -44.97  -0.97
H -20.45 -16.93 -44.26  0.46
H -21.42 -18.05 -44.56  0.50
O -15.65 -18.68 -44.75  -0.94
H -15.34 -19.59 -44.64  0.46
H -16.59 -18.73 -44.55  0.48
O -18.34 -13.38 -39.73  -0.96
H -18.46 -12.53 -40.17  0.47
H -18.25 -14.02 -40.44  0.48
O -12.32 -13.01 -42.12  -0.95
H -13.28 -13.16 -42.14  0.49
H -12.00 -13.37 -42.95  0.46
O -14.96 -14.94 -36.89  -0.98
H -15.48 -14.21 -36.56  0.47
H -14.48 -14.58 -37.65  0.51
O -15.79 -10.82 -42.10  -0.95
H -16.05 -11.70 -42.38  0.49
H -16.03 -10.24 -42.84  0.46
O -12.79 -13.51 -38.14  -0.97
H -12.60 -13.58 -39.09  0.49
H -12.44 -14.33 -37.78  0.49
O -18.83 -15.45 -37.22  -0.94
H -18.29 -14.66 -37.10  0.46
H -18.91 -15.52 -38.18  0.48
O -13.06 -17.84 -37.81  -0.98
H -14.03 -17.86 -37.75  0.51
H -12.78 -18.76 -37.83  0.47
O -16.03 -17.50 -37.52  -0.99
H -16.00 -17.30 -38.47  0.48
H -15.74 -16.67 -37.10  0.50
O -22.01 -19.19 -43.05  -0.97
H -21.58 -19.19 -42.19  0.50
H -22.39 -20.07 -43.14  0.47

Its net charge is -1. Its frontier orbital gap is 10.71 eV. For the LUMO energy, the calculation gives 2.3906 eV.

Which of them is the least stable? Correct choice: one.